Record 1
C28H43BN6O9Pb2 | wB97M-V/def2-TZVPD

Charge = +2
Energy = -68261.545 eV
Kohn-Sham gap = 0.2454 Eh

Cartesian coordinates (Å):
Pb  3.49458  -2.87851  -0.48430
Pb  -4.74496  0.93882  5.34940
O  -3.95228  -0.04487  1.29158
O  0.30827  -0.42882  1.18609
O  0.15237  1.89451  0.89352
O  2.27444  2.04806  -0.00821
O  2.37408  -0.77468  0.33494
O  -2.84616  2.26564  6.02117
O  -1.90154  0.66831  0.65853
O  -1.01249  0.74761  2.79756
O  -2.85627  0.11236  3.95724
N  1.23825  -3.54690  0.93524
N  -5.46164  -1.42627  4.28699
N  4.76710  -0.95829  -1.57603
N  -6.61255  2.96256  -2.73818
N  1.15324  -2.27633  -1.80932
N  7.38020  4.28686  0.56713
C  -3.59619  0.39950  -3.65115
C  1.12608  1.10374  -3.97830
C  0.75071  -0.14424  -4.83524
C  6.78328  1.90694  -3.97398
C  1.40898  -0.08184  0.61544
C  7.25950  3.22432  0.99209
C  -5.54012  -2.79634  2.09219
C  -4.06288  2.88563  -3.23243
C  -5.49008  -2.02276  3.30507
C  -0.99633  -3.27519  2.30914
C  7.23374  1.89312  1.61970
C  -3.27258  1.63366  -2.81736
C  -6.50795  -2.32915  0.97529
C  0.27102  -3.43663  1.53973
C  -2.25945  0.41899  2.94705
C  -5.47326  2.93578  -2.90368
C  4.69465  1.66566  2.30900
C  -0.97858  -4.12499  3.60185
C  0.07129  -1.24196  -3.98317
C  5.03947  1.65829  -2.00013
C  6.42752  2.14368  -2.48060
C  -1.97789  -3.56277  4.61203
C  6.18048  1.63470  2.70690
C  0.68525  -1.86338  -2.77779
C  -7.92408  -1.89880  1.48016
C  4.90104  0.16603  -1.78515
C  1.34611  1.45326  0.45824
C  -2.82949  0.35647  1.51595
B  -0.61460  0.73227  1.38133
H  7.44383  2.66894  -4.38306
H  0.01987  -4.23457  4.02674
H  5.91081  2.03205  -4.61826
H  -3.24961  1.47971  -1.73811
H  -6.06148  -1.47751  0.46703
H  0.25643  1.57111  -3.51974
H  7.24701  1.93271  -1.79277
H  4.38792  0.74175  1.80659
H  -8.48145  -1.32042  0.74551
H  -2.96111  0.28079  -4.52942
H  1.50949  1.86099  -4.66362
H  -4.66547  0.42432  -3.86186
H  -5.50512  -3.87095  2.27247
H  -6.80930  -3.11843  0.28686
H  -2.91223  -3.32769  4.10549
H  7.18410  0.89564  -4.02357
H  -2.21680  1.85560  -3.00207
H  -7.60136  -1.13030  2.18824
H  -3.40453  -0.54411  -3.13314
H  6.40535  3.22849  -2.34628
H  -1.47734  -2.66712  4.98967
H  6.26695  0.64508  3.15929
H  -1.09089  -2.22639  2.59681
H  4.34591  1.73876  -2.84328
H  4.60894  2.27226  -1.21145
H  -0.03663  0.11588  -5.54106
H  7.00140  1.17798  0.82663
H  -2.05202  2.14085  5.48629
H  -0.91376  -1.08027  -3.52837
H  1.93588  0.82125  -3.30623
H  -3.60081  3.80239  -2.86120
H  1.62935  -0.54341  -5.33621
H  -0.22358  -2.12194  -4.56438
H  -3.99951  3.00327  -4.31738
H  4.44534  2.45580  1.59928
H  -2.12004  -4.16415  5.50767
H  -1.21928  -5.17734  3.43110
H  -4.56433  -2.62424  1.62455
H  -1.82680  -3.39868  1.61294
H  4.02377  1.69713  3.16743
H  8.15889  1.60382  2.11551
H  -8.49589  -2.74890  1.84084
H  6.29780  2.30577  3.55894

Atomic forces in eV per Å
-1.7154 1.1599 0.0744
2.4962 1.6226 0.7459
1.0357 0.6252 0.0280
-0.6062 -1.1796 -0.1009
1.0530 -0.9771 0.0590
-0.7357 0.2757 0.1996
0.0719 -0.2464 -0.0991
-2.3767 -1.4851 -0.8133
0.8320 -0.4078 -0.1892
0.6560 -0.0546 1.1687
0.3308 0.3572 -0.1198
0.5148 -0.0566 -0.0263
0.2126 0.0156 -0.1464
-0.3078 -0.1406 -0.0448
0.5112 -0.0342 0.1274
0.7125 -0.2629 -0.2645
-0.2975 -0.4166 -0.1293
-0.3132 -0.5157 0.6662
0.0746 -0.5735 -1.4654
-0.6857 0.4337 1.7819
-0.5853 -0.3431 0.9362
-0.0464 0.6032 0.5278
0.4202 0.0877 0.7869
0.9199 -0.2697 -1.7810
0.7221 0.3172 -0.3490
-0.5509 0.0398 0.5095
1.0630 -0.0192 0.0637
-1.0129 -0.8943 0.2563
1.1491 0.2790 -0.0949
-2.2220 -0.0492 0.1155
-0.8963 0.2852 0.2791
-0.0327 -0.0349 -0.9623
-0.8878 -0.3660 0.0465
-0.0403 -0.1942 -0.7951
-0.6442 -1.2873 0.0525
-0.7165 -1.9505 0.9188
0.1486 -1.4552 -1.3420
0.1430 1.6086 -0.3166
1.1893 0.6159 0.0390
-1.5018 0.3315 0.8560
0.9233 0.8995 -0.5891
1.8924 1.0527 0.1407
0.3369 1.3876 0.8974
0.4895 0.3863 -0.5121
-2.4620 -1.1424 0.2409
-0.0007 1.2247 -0.5234
0.5338 -0.2730 0.4539
0.1091 0.6684 -0.0403
-0.2516 -0.4181 0.1748
-0.6996 -0.1700 0.0037
0.0645 -0.1912 -0.1646
0.0911 -0.3068 0.4466
-0.0871 -0.7457 -0.0816
0.2864 -0.1319 -0.2153
0.0262 -0.4367 -0.3326
-0.4225 0.5901 -0.3917
0.1853 0.0058 0.0657
0.0988 -0.3113 -0.5212
-0.6103 0.0520 0.4126
1.2487 -0.2794 -0.2077
-0.1514 0.0613 0.3126
0.1565 0.1024 -0.7327
0.0228 0.3288 -0.1089
-1.1329 -0.2140 0.8486
-0.1674 0.1263 0.4506
-0.4480 0.0715 0.0086
-0.6194 0.4342 -0.0054
0.8410 -0.0869 -0.2551
0.4620 0.1271 0.0257
-0.0480 0.5228 -0.1165
0.0857 -0.5655 0.4536
0.3104 0.0427 -0.3236
0.4052 -0.1095 -0.1397
-0.0883 -0.1359 0.0980
-0.1582 1.2724 -0.4003
-0.2372 0.2650 0.4274
0.0545 -0.1165 0.2776
-0.1313 -0.0490 -0.1265
0.4413 0.0126 -0.4865
-0.0373 -0.1468 -0.0762
-0.0340 0.2660 0.2753
-0.1808 -0.3777 -0.3338
-0.2207 0.0869 -0.6100
0.2346 0.0259 0.1993
-0.0721 -0.6261 0.1452
0.2071 0.4053 0.1421
0.4430 0.4263 -0.6117
-0.0446 0.2949 0.4066
0.2741 0.2513 -0.2002

Charges obtained by Mulliken population analysis, quoted in units of e: 1.55 1.29 -0.64 -0.53 -0.38 -0.49 -0.41 -0.81 -0.24 -0.75 -0.44 -0.35 -0.55 -0.55 -0.42 -0.30 -0.44 -1.15 -0.53 -0.35 -1.28 0.88 0.23 0.20 -0.65 0.29 0.71 -0.19 0.85 -0.57 -0.10 0.22 0.15 -0.71 -0.72 -0.13 0.14 -0.62 -0.95 -0.73 -0.04 -1.17 0.30 0.26 0.77 1.06 0.39 0.39 0.31 -0.07 0.14 0.02 0.27 -0.06 0.38 0.26 0.42 0.42 0.60 0.36 0.06 0.33 -0.30 0.30 0.24 0.41 0.27 0.37 -0.46 0.17 0.26 0.31 0.10 0.26 -0.07 -0.02 0.39 0.36 0.43 0.30 0.30 0.45 0.40 -0.15 0.30 0.40 0.36 0.31 0.39

Record 2
C14H11Br4NO3OsSe | wB97M-V/def2-TZVPD

Charge = 0
Multiplicity = 5
Energy = -370310.911 eV
Kohn-Sham gap (alpha / beta) = 0.2522 / 0.2087 Eh

Cartesian coordinates (Å):
Os  0.46260  -0.04033  -0.63609
Br  5.04300  -1.96992  -0.36633
Br  2.72264  -5.07972  3.81741
Br  5.30721  -4.37898  1.91918
Br  -0.09769  -3.38128  3.46180
Se  0.79352  0.06843  -2.91225
O  0.21363  1.23164  1.62154
O  2.24166  -0.87483  -0.39182
O  0.12370  -1.48634  1.07940
N  -1.36132  0.82855  -0.83423
C  2.37378  -1.78276  0.50920
C  -2.44079  0.06080  -1.04787
C  3.68109  -3.45185  1.68441
C  -1.49373  2.16686  -0.94300
C  -3.79217  1.95197  -1.58454
C  1.22182  -2.10704  1.31933
C  1.37632  -3.07847  2.31638
C  -2.69659  2.75124  -1.30823
C  -3.66082  0.57823  -1.43231
C  2.57692  -3.75365  2.48921
C  3.58111  -2.46473  0.71734
C  -0.34745  3.44972  0.86819
C  -0.30078  3.01207  -0.60613
C  -0.70345  2.29777  1.80788
H  -0.28208  3.90015  -1.23917
H  -0.08707  0.46378  2.13151
H  -2.76202  3.82371  -1.39881
H  0.62408  3.85466  1.14376
H  -1.09207  4.23649  0.99358
H  -1.73068  1.95414  1.61652
H  0.62310  2.43598  -0.79330
H  -4.72215  2.39064  -1.91146
H  -4.49159  -0.08143  -1.62607
H  -0.65338  2.64666  2.84767
H  -2.29803  -1.00756  -0.91660

Atomic forces in eV per Å
1.3701 -1.5757 0.4357
-0.1087 0.0113 0.0081
-0.0298 -0.0206 0.0434
0.0035 0.0336 -0.0328
-0.0428 0.0684 -0.1803
-0.0324 0.2104 0.2642
0.1290 -0.0676 -0.0092
-0.5929 1.1647 -1.2425
-1.1319 1.5502 -1.0479
-1.3738 0.6863 -0.2909
-0.0867 -1.6135 2.0070
-0.2049 -0.2341 0.0154
0.0588 -0.1392 0.1242
0.2238 0.2398 -0.0864
0.2482 -0.1137 0.1123
1.8525 -0.5425 -0.1658
-0.1337 0.0577 0.1070
-0.1255 -0.3086 -0.0357
-0.0132 0.1136 -0.0043
0.1340 -0.0090 -0.0115
-0.1260 0.2325 -0.1828
-0.0334 -0.4967 0.1007
0.1333 -0.1124 0.1655
-0.1988 0.5350 0.1958
0.0838 -0.1102 -0.0764
0.1847 -0.1210 -0.1421
0.0730 0.1153 0.0033
0.0531 0.0867 0.0435
-0.0294 0.0250 0.0726
0.1334 0.0590 0.0420
-0.2809 0.3192 -0.0692
-0.1009 0.0063 0.0033
-0.0012 -0.1065 0.0291
-0.0441 -0.0400 -0.1494
0.0100 0.0964 -0.0460

Charges obtained by Mulliken population analysis, quoted in units of e: 1.00 -0.12 -0.16 -0.16 -0.15 -0.31 -0.47 -0.70 -0.84 0.03 0.22 -0.15 0.18 0.69 -0.40 0.95 -0.23 -0.71 -0.69 0.15 -0.18 -0.65 -0.90 -0.60 0.51 0.32 0.49 0.41 0.36 0.35 0.05 0.43 0.42 0.43 0.43

Record 3
C23H28N6O5 | wB97M-V/def2-TZVPD

Charge = 0
Energy = -43483.678 eV
Kohn-Sham gap = 0.3165 Eh
SMILES string = CCOc1ccccc1NC(=O)Cn1nnc(C(=O)NCCc2ccc(OC)c(OC)c2)c1N

Cartesian coordinates (Å):
O  -2.91623  -3.26282  0.73062
O  2.68656  -2.89111  -0.81889
O  2.44625  0.53922  2.79671
O  1.94566  -0.94354  -2.34983
O  -3.55633  1.32616  -0.68122
N  -3.04004  -1.16265  -0.17804
N  1.01645  -1.85211  2.00313
N  -0.28793  -1.11665  0.10590
N  -0.46526  0.04216  -0.56344
N  2.32523  2.30662  1.35626
N  0.24490  0.95116  -0.02077
C  -6.53818  -0.97628  1.03602
C  -4.58831  0.64232  -0.10969
C  -6.79768  0.35632  0.78436
C  3.69145  2.74159  1.52159
C  0.55165  -0.91653  1.14340
C  3.04347  -3.98202  -0.00821
C  -2.42983  -2.31609  0.15141
C  3.25956  -1.67971  -0.55069
C  4.18572  -1.43613  0.44718
C  -5.82719  1.16859  0.21380
C  4.65225  -0.15095  0.68077
C  -5.30006  -1.51652  0.72356
C  -2.28105  3.18973  -1.35505
C  -0.95489  -2.31491  -0.30575
C  4.54208  2.32789  0.29819
C  2.83530  -0.61265  -1.37111
C  4.20103  0.91147  -0.07857
C  3.30734  0.66306  -1.11932
C  -4.32337  -0.71717  0.15594
C  1.94895  1.08565  1.82083
C  -3.62296  2.73221  -0.80390
C  0.90088  0.43649  1.04176
C  1.47551  0.07611  -3.19856
H  -2.23382  4.27465  -1.36641
H  -3.81057  3.18360  0.18009
H  -6.04622  2.20794  0.02532
H  0.90316  0.82519  -2.64274
H  2.80238  -3.79378  1.04349
H  -7.29620  -1.60307  1.47926
H  4.10802  -4.22216  -0.09920
H  4.32590  2.99797  -0.53624
H  2.45576  -4.82381  -0.37229
H  5.59783  2.42229  0.55468
H  -7.75986  0.77929  1.03058
H  3.72222  3.82507  1.66251
H  1.86333  2.59292  0.50350
H  2.29652  0.55892  -3.73896
H  4.06294  2.24890  2.42226
H  5.34959  0.01815  1.48651
H  -0.44115  -3.18396  0.10787
H  -2.14777  2.81395  -2.36564
H  -4.43814  3.01817  -1.48301
H  0.40940  -2.61517  2.25628
H  1.57541  -1.44112  2.74231
H  2.96088  1.49086  -1.71878
H  0.81925  -0.41979  -3.91197
H  -2.47117  -0.44022  -0.62191
H  -5.08078  -2.55178  0.92494
H  -0.91729  -2.36742  -1.39751
H  4.53770  -2.23856  1.07450
H  -1.47830  2.79406  -0.73784

Atomic forces in eV per Å
-0.0986 -0.2137 0.0808
-0.0303 0.4224 -0.1537
0.0761 -0.1821 0.0930
0.2079 -0.2167 0.3484
-0.0820 -0.4111 0.0702
-0.0088 0.5314 -0.3084
0.0397 -0.3511 0.1406
0.8744 0.3278 0.7683
-0.4811 0.0885 -0.8723
-0.2235 0.2533 -0.0093
0.1759 0.2133 0.0811
-0.1080 0.1472 -0.0013
-0.0938 -0.1779 0.0893
-0.0845 -0.1102 0.0701
0.2764 0.1097 0.0435
0.1038 0.8336 -0.1859
0.0964 -0.1759 0.1656
0.5213 -0.0211 -0.0926
-0.1201 -0.0287 -0.1639
-0.1178 -0.2300 -0.0940
0.2215 0.1461 -0.1302
0.0084 0.2050 -0.2027
0.0797 -0.0646 -0.0206
-0.3355 -0.2240 0.1642
-0.4472 -0.3426 -0.1353
-0.1649 -0.0809 0.2226
-0.0397 -0.2070 -0.0474
0.3056 -0.0796 -0.0734
0.0019 -0.1752 -0.1837
-0.1946 0.1237 0.0713
-0.2519 0.2942 -0.0220
0.1125 0.4583 -0.0715
-0.3682 -1.1062 0.2686
-0.0806 0.2414 -0.1308
0.0151 0.1291 -0.0299
-0.0401 -0.0950 -0.1012
0.0267 0.0939 -0.0371
0.0639 -0.0301 -0.0572
0.0246 -0.0027 -0.0567
-0.0648 -0.0606 0.0416
-0.0318 0.0154 0.0046
0.0683 0.0239 -0.0304
0.0605 0.0136 0.0564
0.0412 0.0794 -0.0562
-0.0806 0.0365 0.0202
0.0548 -0.0945 0.0843
-0.0133 -0.1012 0.0319
-0.0118 -0.0251 0.0204
0.0070 0.1486 -0.0676
0.0629 0.0332 0.1387
-0.0857 0.1224 -0.0457
0.0417 -0.0057 -0.1286
0.0414 -0.0652 0.1308
-0.0055 0.0610 0.0569
-0.0340 -0.0479 0.0106
-0.0791 0.0737 -0.0796
0.0232 0.0790 0.0117
-0.0448 -0.2187 0.0994
0.0282 -0.0390 -0.0036
0.0874 -0.0264 0.1146
-0.0091 -0.1349 0.0457
0.0832 0.0401 0.0474

Charges obtained by natural (NBO) population analysis, quoted in units of e: -0.60 -0.50 -0.66 -0.51 -0.52 -0.64 -0.81 -0.19 -0.11 -0.61 -0.22 -0.23 0.27 -0.21 -0.22 0.39 -0.25 0.67 0.24 -0.27 -0.28 -0.21 -0.24 -0.63 -0.32 -0.43 0.33 -0.03 -0.32 0.17 0.67 -0.06 -0.13 -0.26 0.21 0.17 0.22 0.19 0.18 0.21 0.18 0.20 0.20 0.22 0.21 0.20 0.40 0.17 0.23 0.21 0.24 0.21 0.17 0.40 0.44 0.22 0.20 0.45 0.25 0.25 0.22 0.23

> Look up the energy of the third one.

-43483.678 eV